DFT (the ωB97M-V functional and the def2-TZVPD basis) results for a cluster of 6 separate species, C34H33F40O5S in total.

Kohn-Sham gap = 8.43 eV
E_HOMO = -0.447 Eh
Net charge = +1

CARTESIAN COORDINATES (ANGSTROEM)
S (-3.1611, 8.8857, 0.7201)
C (-1.5765, 8.6733, -0.1392)
C (-1.7969, 8.1849, -1.5661)
C (-1.8146, 6.6574, -1.6821)
C (-0.6344, 6.0265, -0.9819)
C (-0.8296, 5.2891, 0.1880)
C (0.2645, 4.7419, 0.8632)
C (1.5394, 4.9525, 0.3590)
C (1.7442, 5.6678, -0.8205)
C (0.6533, 6.2170, -1.4917)
H (-2.7692, 8.9786, 2.0039)
H (-3.6237, 7.6214, 0.7177)
H (-1.1237, 9.6609, -0.1460)
H (-0.9397, 8.0288, 0.4591)
H (-0.9875, 8.5761, -2.1710)
H (-2.7290, 8.6004, -1.9512)
H (-1.7434, 6.4122, -2.7398)
H (-2.7525, 6.2193, -1.3463)
H (-1.8404, 5.1534, 0.5438)
H (0.0892, 4.1809, 1.7619)
H (2.3931, 4.5475, 0.8800)
H (2.7318, 5.8061, -1.2286)
H (0.7888, 6.7815, -2.4038)
C (0.3058, 1.8007, -2.1456)
C (1.5644, 2.3772, -2.8141)
C (1.3599, 3.3145, -4.0046)
F (0.7606, 2.6863, -5.0315)
F (2.5685, 3.7549, -4.4273)
F (2.4165, 1.3894, -3.1381)
F (2.1684, 3.1412, -1.8536)
O (-0.0791, 0.4859, -2.4763)
C (-0.8773, 0.1977, -3.5516)
C (-0.1388, -0.6940, -4.5476)
F (0.9746, -0.0852, -5.0036)
F (-0.9454, -0.9405, -5.6097)
F (-1.3857, 1.3041, -4.1273)
F (-1.9222, -0.5229, -3.0901)
H (0.5650, 1.7343, -1.0895)
H (-0.5313, 2.4985, -2.2096)
H (0.7595, 4.1804, -3.7087)
H (0.1360, -1.6263, -4.0548)
C (2.3004, -4.3396, 0.7279)
C (3.1717, -3.0722, 0.7031)
C (2.4707, -1.7199, 0.8631)
F (1.6121, -1.4883, -0.1516)
F (3.4083, -0.7427, 0.8429)
F (3.9469, -3.0683, -0.3985)
F (4.0047, -3.1685, 1.7855)
O (1.9586, -4.9221, -0.5187)
C (0.8557, -4.5112, -1.2121)
C (1.2350, -3.9088, -2.5673)
F (2.0550, -2.8533, -2.4138)
F (0.1006, -3.4573, -3.1680)
F (0.0927, -3.6649, -0.4988)
F (0.1041, -5.6002, -1.4752)
H (2.9216, -5.0953, 1.2061)
H (1.4298, -4.2148, 1.3709)
H (1.9344, -1.6728, 1.8130)
H (1.7233, -4.6492, -3.2023)
C (0.6475, 1.0472, 6.3817)
C (1.0947, 1.5160, 4.9888)
C (0.8619, 2.9824, 4.6212)
F (-0.4507, 3.2974, 4.6104)
F (1.3359, 3.1942, 3.3653)
F (0.5623, 0.7193, 4.0381)
F (2.4462, 1.3538, 4.9467)
O (-0.5916, 0.3722, 6.4762)
C (-1.7723, 1.0451, 6.6406)
C (-2.7237, 0.8173, 5.4619)
F (-2.1596, 1.2329, 4.3085)
F (-3.8492, 1.5373, 5.6633)
F (-1.5817, 2.3580, 6.8745)
F (-2.3803, 0.5319, 7.7280)
H (1.3792, 0.2916, 6.6633)
H (0.7337, 1.8437, 7.1213)
H (1.3844, 3.6503, 5.3101)
H (-2.9747, -0.2414, 5.3785)
C (3.9649, -5.6615, 6.0457)
C (2.9097, -4.9491, 5.1866)
C (3.2803, -3.5944, 4.5855)
F (3.5272, -2.6736, 5.5359)
F (2.2179, -3.1507, 3.8571)
F (1.7500, -4.8540, 5.8680)
F (2.6813, -5.7605, 4.1086)
O (3.8440, -5.5559, 7.4500)
C (4.3986, -4.5166, 8.1501)
C (3.3308, -3.6838, 8.8661)
F (2.4528, -3.1727, 7.9793)
F (3.9327, -2.6580, 9.5058)
F (5.1917, -3.7510, 7.3800)
F (5.1755, -5.0529, 9.1133)
H (3.8066, -6.7210, 5.8503)
H (4.9767, -5.4379, 5.7062)
H (4.1484, -3.6835, 3.9369)
H (2.7937, -4.3016, 9.5879)
C (-3.3479, -3.2699, -8.4602)
C (-4.0449, -2.1378, -7.6903)
C (-4.1610, -2.2785, -6.1722)
F (-4.8987, -3.3521, -5.8264)
F (-4.7778, -1.1778, -5.6780)
F (-5.2593, -1.8974, -8.2274)
F (-3.2846, -1.0228, -7.8899)
O (-4.1638, -4.2311, -9.1021)
C (-4.6123, -5.3512, -8.4542)
C (-6.1412, -5.3837, -8.3683)
F (-6.6022, -4.3050, -7.7073)
F (-6.5159, -6.4911, -7.6916)
F (-4.0429, -5.5017, -7.2451)
F (-4.2470, -6.4164, -9.2000)
H (-2.8429, -2.7677, -9.2838)
H (-2.5643, -3.7371, -7.8631)
H (-3.1723, -2.3563, -5.7123)
H (-6.5732, -5.4030, -9.3706)

DFT (the ωB97M-V functional and the def2-TZVPD basis) results for a cluster of 2 separate species, C6H12O in total.

SMILES = C=COCC.C=C
Energy relative to the best compared isomer or geometry (same formula, charge and spin) = 217.4 kJ/mol
Kohn-Sham gap = 10.01 eV
E_HOMO = -0.328 Eh

CARTESIAN COORDINATES (ANGSTROEM)
C (-0.8516, -2.3061, 0.7834)
C (0.1768, -1.8061, 0.1087)
O (0.6438, -0.5428, 0.2663)
C (1.7946, -0.2591, -0.5211)
C (2.2999, 1.1047, -0.1140)
H (-1.1356, -3.3350, 0.5994)
H (-1.4104, -1.7263, 1.5113)
H (0.7075, -2.3929, -0.6415)
H (2.5574, -1.0315, -0.3448)
H (1.5248, -0.2870, -1.5867)
H (3.1848, 1.3809, -0.6960)
H (1.5194, 1.8531, -0.2786)
H (2.5610, 1.1002, 0.9481)
C (-2.3798, 0.7723, -0.5720)
C (-2.1790, 1.9525, 0.0020)
H (-1.6067, 0.0097, -0.5828)
H (-3.3269, 0.5218, -1.0446)
H (-1.2335, 2.1943, 0.4828)
H (-2.9494, 2.7201, 0.0211)

DFT (the ωB97M-V functional and the def2-TZVPD basis) results for a cluster of 2 separate species, F2NO in total in a non-equilibrium geometry.

Energy relative to the best compared isomer or geometry (same formula, charge and spin) = 146.3 kJ/mol
Kohn-Sham gap = 9.57 eV
E_HOMO = -0.152 Eh
Net charge = -1

CARTESIAN COORDINATES (ANGSTROEM)
N (-0.0175, 0.1108, 0.4499)
O (1.3062, 0.2206, -0.1153)
F (-0.5689, -1.4231, -0.1840)
F (-0.7199, 1.0917, -0.1506)

DFT (the ωB97M-V functional and the def2-TZVPD basis) results for a cluster of 40 separate species, H80O40 in total in a non-equilibrium geometry.

Energy relative to the best compared isomer or geometry (same formula, charge and spin) = 661.9 kJ/mol
Kohn-Sham gap = 10.42 eV
E_HOMO = -0.401 Eh

CARTESIAN COORDINATES (ANGSTROEM)
H (-6.2995, -0.7156, -0.0354)
H (-6.3312, 0.1506, -1.3006)
O (-5.7962, -0.4990, -0.8384)
H (4.8515, 1.2756, -3.4669)
H (4.4212, -0.0988, -3.6929)
O (4.6032, 0.6970, -4.2005)
H (0.3193, 4.3000, 2.3772)
H (1.7058, 3.9395, 2.7575)
O (1.1498, 4.7093, 2.5873)
H (-3.3137, -4.2403, -3.5761)
H (-2.3656, -4.3291, -4.8569)
O (-2.5811, -4.6746, -3.9905)
H (-3.5045, -3.1007, 0.2104)
H (-3.9615, -4.2293, 1.3117)
O (-3.2584, -3.7159, 0.9063)
H (2.0007, -2.5552, 5.2384)
O (1.3315, -1.8746, 5.3978)
H (1.9153, 0.4654, -1.0585)
O (2.4295, -0.3296, -0.8303)
H (3.7037, 3.4707, 3.0705)
H (2.9224, 4.6613, 3.6168)
O (3.8182, 4.3883, 3.3770)
H (5.9885, 0.5043, 2.8657)
H (4.9534, 0.5257, 3.9524)
O (5.7933, 0.9255, 3.7116)
H (-2.5982, -0.6587, -2.3029)
H (-3.4412, 0.0165, -3.1144)
O (-2.6530, -0.5069, -3.2643)
H (-3.7483, 1.6482, 0.6519)
H (-3.2115, 1.5468, 2.1291)
O (-3.3466, 1.0803, 1.3075)
H (3.6813, 0.9940, 5.4568)
O (3.2282, 0.1707, 5.3021)
H (5.1629, 1.6927, 1.6397)
H (5.5125, 3.2242, 1.8221)
O (4.8346, 2.5876, 1.5909)
H (1.9902, 0.0675, 3.9452)
H (1.4892, 0.5005, 2.5139)
O (1.2098, 0.2982, 3.4100)
H (-1.7486, 0.8187, 3.5394)
H (-0.9106, -0.1507, 4.1568)
O (-1.6644, -0.1509, 3.5481)
H (-2.5264, 2.1188, -3.2912)
H (-3.8830, 1.6019, -2.7314)
O (-3.0504, 2.0130, -2.4995)
H (4.3300, -1.1108, 0.9438)
H (5.4090, -2.1285, 1.2036)
O (5.2651, -1.1828, 1.1496)
H (-2.5147, -0.4690, 0.1176)
H (-1.3887, -1.4640, -0.0420)
O (-2.3380, -1.3339, -0.2558)
H (-0.5258, -4.9370, 2.4399)
O (-0.6613, -4.0849, 2.0132)
H (-2.9863, -0.6809, -6.2726)
H (-3.9447, -1.1748, -5.2499)
O (-3.5210, -0.3587, -5.5358)
H (1.1609, 2.5010, 0.5059)
O (1.6389, 1.7834, 0.9167)
H (-0.1208, -3.8122, -0.1345)
H (-1.5895, -3.5051, -0.7453)
O (-0.6477, -3.4650, -0.8568)
H (2.4517, -5.4326, -2.0165)
H (1.5927, -6.1745, -1.0622)
O (2.4044, -5.6828, -1.0860)
H (0.5340, 0.2921, 0.5238)
H (-0.3102, -0.3554, 1.6433)
O (-0.1479, -0.4048, 0.6854)
H (0.6385, 1.0630, -3.4391)
H (-0.0630, 0.1051, -2.4499)
O (0.7696, 0.5631, -2.6290)
H (-5.2123, -2.1768, 1.0973)
H (-5.6075, -1.6631, 2.5215)
O (-5.8063, -1.6086, 1.5922)
H (2.4081, 4.5238, -3.8363)
H (1.5582, 5.5553, -3.1513)
O (1.5456, 4.6310, -3.4143)
H (0.7760, -2.2842, -5.2968)
H (0.3588, -2.2499, -6.6388)
O (1.0313, -1.7972, -6.1068)
H (1.5958, -1.1633, 1.4231)
H (1.2542, -2.7083, 1.1614)
O (1.7078, -2.0611, 1.6992)
H (3.3638, -2.5059, 2.6242)
H (3.3969, -3.8125, 3.3150)
O (3.6881, -2.9038, 3.4528)
H (-0.6663, 4.0035, 3.8336)
H (-0.2697, 2.8249, 4.6005)
O (-0.9324, 3.0740, 3.9414)
H (-2.0842, 2.3551, -5.0609)
O (-2.1721, 2.2251, -6.0115)
H (0.1300, 3.4194, -3.5575)
H (0.3347, 2.5741, -4.8134)
O (-0.3231, 2.7909, -4.1421)
H (-1.6348, -4.0126, 2.0291)
H (0.9187, -1.8215, 4.5260)
H (2.5632, 1.8247, 0.6371)
H (2.3313, -0.7688, -1.6850)
H (2.4643, -0.1056, 5.8184)
H (-2.9481, 1.6640, -6.1170)
O (2.7746, 3.8446, -0.7310)
H (2.3714, 3.6669, -1.5769)
H (2.1901, 4.2090, -0.0813)
O (0.1756, -2.9390, -3.4969)
H (-0.6703, -3.4027, -3.5664)
H (0.1719, -2.6863, -2.5656)
O (-2.9888, -5.3361, -1.3326)
H (-2.9815, -4.5196, -0.8662)
H (-2.4499, -5.3388, -2.1293)
O (-1.5598, 5.1912, 0.0880)
H (-1.3995, 5.7060, -0.7074)
H (-1.3736, 4.2763, -0.1956)
O (-0.3097, 3.1715, -1.0465)
H (-0.3660, 2.3355, -1.5448)
H (0.3977, 3.5319, -1.5886)
O (-4.1715, -1.4627, 4.4861)
H (-3.7049, -0.7012, 4.1187)
H (-3.4965, -1.8268, 5.0685)
O (-0.9899, 2.1538, 1.3209)
H (-1.5191, 2.9486, 1.2165)
H (-1.4376, 1.4436, 0.8211)

DFT (the ωB97M-V functional and the def2-TZVPD basis) results for a cluster of 2 separate species, C6H6Cl2O in total in a non-equilibrium geometry.

SMILES = Clc1ccccc1Cl.O
Energy relative to the best compared isomer or geometry (same formula, charge and spin) = 74.2 kJ/mol
Kohn-Sham gap = 9.86 eV
E_HOMO = -0.342 Eh

CARTESIAN COORDINATES (ANGSTROEM)
Cl (0.5413, -2.3797, -2.0806)
C (0.0173, -0.8978, -1.2679)
C (0.5589, -0.4057, -0.0850)
C (0.0889, 0.7758, 0.5114)
C (-1.0095, 1.4481, -0.1625)
C (-1.5031, 0.9673, -1.3539)
C (-1.0289, -0.2123, -1.8853)
Cl (-1.8306, -0.6999, -3.3508)
H (1.2925, -0.8989, 0.5663)
H (0.6860, 1.0615, 1.3874)
H (-1.4434, 2.3591, 0.2704)
H (-2.2843, 1.5796, -1.8232)
O (1.6818, -1.1123, 3.2686)
H (1.9919, -1.1765, 2.3369)
H (2.2412, -0.4083, 3.6682)

DFT (the ωB97M-V functional and the def2-TZVPD basis) results for the molecule C3H4O2 in a non-equilibrium geometry.

SMILES = O[C@H]1[C@H]2O[C@@H]12
Energy relative to the best compared isomer or geometry (same formula, charge and spin) = 473.7 kJ/mol
Kohn-Sham gap = 10.56 eV
E_HOMO = -0.352 Eh

CARTESIAN COORDINATES (ANGSTROEM)
O (-1.9208, -0.4055, 0.0197)
C (-0.4871, 0.4679, 0.0162)
C (0.6888, 0.0372, 0.7513)
O (0.8835, -1.1348, -0.0018)
C (0.8008, 0.0987, -0.6769)
H (-1.6728, -1.3664, -0.0999)
H (-0.6179, 1.5685, -0.0348)
H (1.0522, 0.3926, 1.6267)
H (1.2734, 0.3419, -1.6005)

DFT (the ωB97M-V functional and the def2-TZVPD basis) results for the molecule C25H33N3O5S.

SMILES = COc1ccccc1NS(=O)(=O)c1cc(NC(=O)CCC2CCCC2)ccc1N1CCOCC1
Energy relative to the best compared isomer or geometry (same formula, charge and spin) = 250.0 kJ/mol
Kohn-Sham gap = 8.13 eV
E_HOMO = -0.284 Eh

CARTESIAN COORDINATES (ANGSTROEM)
C (-1.9393, -3.5191, -1.3970)
O (-0.6353, -3.0397, -1.1765)
C (-0.3174, -2.5846, 0.0838)
C (-1.2338, -2.3495, 1.0938)
C (-0.8117, -1.8307, 2.3091)
C (0.5247, -1.5556, 2.5237)
C (1.4530, -1.8059, 1.5271)
C (1.0464, -2.3232, 0.3073)
N (1.9720, -2.5732, -0.7038)
S (3.2456, -1.5133, -0.9760)
O (4.1881, -1.6806, 0.0878)
O (3.6853, -1.7871, -2.3147)
C (2.4547, 0.0935, -0.8622)
C (1.1425, 0.1458, -1.2856)
C (0.3458, 1.2519, -1.0136)
N (-0.9767, 1.2397, -1.4622)
C (-1.9628, 2.1555, -1.2391)
O (-1.8156, 3.1825, -0.6156)
C (-3.2859, 1.7642, -1.8760)
C (-3.8694, 0.4616, -1.3149)
C (-3.8422, 0.3652, 0.2158)
C (-4.6868, -0.8239, 0.6909)
C (-6.1295, -0.2967, 0.7700)
C (-6.0231, 1.2391, 0.7762)
C (-4.5300, 1.5355, 0.9203)
C (0.9028, 2.3040, -0.2867)
C (2.2301, 2.2735, 0.0776)
C (3.0630, 1.1830, -0.2272)
N (4.3979, 1.1564, 0.0899)
C (5.3842, 0.8073, -0.9174)
C (6.6099, 0.1994, -0.2358)
O (7.1454, 1.0891, 0.7215)
C (6.1803, 1.3960, 1.6953)
C (4.9462, 2.0637, 1.0746)
H (-2.6825, -2.7179, -1.3208)
H (-2.1969, -4.3170, -0.6948)
H (-1.9414, -3.9157, -2.4114)
H (-2.2813, -2.5543, 0.9434)
H (-1.5394, -1.6436, 3.0837)
H (0.8508, -1.1503, 3.4686)
H (2.5023, -1.6119, 1.6756)
H (1.5742, -2.9582, -1.5472)
H (0.7324, -0.6951, -1.8246)
H (-1.2291, 0.4135, -1.9860)
H (-3.1422, 1.6617, -2.9547)
H (-3.9795, 2.5881, -1.7087)
H (-4.8983, 0.3722, -1.6661)
H (-3.3170, -0.3929, -1.7187)
H (-2.8023, 0.2710, 0.5442)
H (-4.3489, -1.1324, 1.6807)
H (-4.6080, -1.6827, 0.0231)
H (-6.7159, -0.6399, -0.0825)
H (-6.6222, -0.6625, 1.6699)
H (-6.5999, 1.6831, 1.5859)
H (-6.4003, 1.6517, -0.1599)
H (-4.2493, 1.5168, 1.9746)
H (-4.2471, 2.5052, 0.5202)
H (0.2900, 3.1538, -0.0363)
H (2.6395, 3.1262, 0.5944)
H (4.9694, 0.0993, -1.6315)
H (5.6898, 1.7221, -1.4525)
H (7.4019, 0.0173, -0.9630)
H (6.3133, -0.7433, 0.2407)
H (6.6624, 2.0689, 2.4072)
H (5.8622, 0.4769, 2.2091)
H (4.2105, 2.2453, 1.8583)
H (5.2445, 3.0208, 0.6186)

DFT (the ωB97M-V functional and the def2-TZVPD basis) results for the molecule C6H10O in a non-equilibrium geometry.

SMILES = C=CC/C=C\CO
Energy relative to the best compared isomer or geometry (same formula, charge and spin) = 210.6 kJ/mol
Kohn-Sham gap = 9.91 eV
E_HOMO = -0.326 Eh

CARTESIAN COORDINATES (ANGSTROEM)
C (1.1107, -0.8714, 1.7632)
C (0.9858, 0.2183, 0.9837)
C (1.2882, 0.2005, -0.4888)
C (0.2659, 0.6671, -1.5082)
C (-1.0572, 0.5424, -1.4429)
C (-1.8559, -0.0172, -0.2888)
O (-1.2004, -0.0421, 0.9511)
H (1.0216, -0.8070, 2.8422)
H (1.4540, -1.8096, 1.3388)
H (0.7488, 1.1933, 1.4071)
H (1.5946, -0.8188, -0.7612)
H (2.1834, 0.8244, -0.5911)
H (0.6979, 1.0686, -2.4274)
H (-1.6564, 0.8625, -2.3005)
H (-2.7416, 0.6190, -0.1498)
H (-2.2217, -1.0141, -0.5592)
H (-0.6177, -0.8158, 1.2318)

DFT (the ωB97M-V functional and the def2-TZVPD basis) results for the molecule C8H11N3O3S in a non-equilibrium geometry.

Energy relative to the best compared isomer or geometry (same formula, charge and spin) = 457.9 kJ/mol
Kohn-Sham gap (alpha / beta) = 5.19 / 5.19 eV
E_HOMO (alpha / beta) = -0.273 / -0.273 Eh

CARTESIAN COORDINATES (ANGSTROEM)
C (-2.2263, 0.5048, -2.7145)
C (-1.6767, 0.3160, -1.4642)
C (-1.4720, 0.2802, -3.8603)
C (0.4006, -0.3532, -2.6234)
C (0.5215, -1.0110, 2.5155)
C (0.7409, 0.4269, 3.1678)
C (0.2147, -0.5469, -0.2825)
C (1.8537, -0.0346, 4.3125)
N (-0.1935, 0.0040, -3.8192)
N (-0.4151, -0.2393, -1.4287)
N (-2.0371, 0.4091, -5.1205)
O (1.5851, -0.5477, -2.5635)
O (1.2360, 1.2721, 2.3201)
O (3.0694, 0.0038, 3.6549)
S (-0.7359, -0.7696, 1.1488)
H (-3.3687, 0.7936, -2.7857)
H (-2.0893, 0.4077, -0.5027)
H (1.4661, -1.2510, 2.0166)
H (-0.0145, -1.6469, 3.2579)
H (-0.1458, 0.7476, 3.7536)
H (1.3121, -0.5552, -0.1322)
H (1.6486, -0.9863, 4.5543)
H (1.6715, 0.7851, 5.0068)
H (-2.8272, 1.0443, -5.3911)
H (-1.3182, 0.2776, -5.9197)
H (2.7999, 0.6688, 2.8994)